Molecular formula: C36H61BIrN6O8S2Si4
Method: DFT, the ωB97M-V functional and the def2-TZVPD basis

HOMO (spin up / spin down) ... -2.56 / -5.31 eV
Frontier orbital gap (spin up / spin down) ... 0.1673 / 0.2386 hartree
Multiplicity ... 5
Energy relative to the best compared isomer or geometry (same formula, charge and spin) ... 2.480 eV
LUMO energy (spin up / spin down) ... 1.99 / 1.18 eV
Net charge ... -1
DFT total energy ... -120344.849 eV

CARTESIAN COORDINATES (ANGSTROEM)
Ir (1.338, 0.153, -0.148)
S (3.630, 0.918, -1.926)
S (3.364, -1.065, 1.032)
Si (-0.181, 3.897, -0.377)
Si (4.482, 2.640, 0.003)
Si (0.223, 2.270, 3.273)
Si (0.503, 2.023, 0.931)
O (5.015, 0.561, -1.747)
O (2.740, -0.213, -1.996)
O (0.249, -1.633, 2.219)
O (3.330, 2.490, -5.684)
O (3.232, 1.750, -0.619)
O (3.423, 1.851, -3.008)
O (0.435, 0.303, -6.681)
O (-0.463, -2.221, 0.145)
N (2.722, -3.209, -0.334)
N (-0.359, 0.277, -2.005)
N (-1.965, 0.780, 1.052)
N (-4.391, 0.493, 0.754)
N (2.193, 0.474, -5.249)
N (4.691, -2.074, -1.003)
C (-5.543, 2.505, -0.057)
C (3.092, 1.181, -6.115)
C (0.872, 0.279, -5.536)
C (0.617, 3.884, -2.124)
C (3.973, -3.988, -2.231)
C (-1.068, -0.886, -4.449)
C (-5.142, 0.490, 1.996)
C (-3.097, 0.683, 0.879)
C (-5.550, 1.915, 2.373)
C (1.445, 1.045, 4.095)
C (-2.087, 3.997, -0.695)
C (-1.422, -0.554, -2.110)
C (-2.361, -6.594, 1.589)
C (-1.805, -1.131, -3.307)
C (0.229, 5.679, 0.284)
C (-1.813, -7.296, 0.339)
C (0.637, 4.008, 4.019)
C (-0.331, -2.851, 2.285)
C (5.718, 1.597, 1.013)
C (3.534, 3.810, 1.176)
C (5.415, 3.598, -1.349)
C (-6.357, 2.536, 1.235)
C (-1.517, 1.881, 4.016)
C (3.549, -2.225, -0.227)
C (0.327, 0.533, -3.111)
C (-3.848, -6.269, 1.386)
C (4.832, -2.936, -2.092)
C (2.926, -4.126, -1.320)
C (-1.616, -5.285, 1.839)
C (-0.775, -3.212, 1.006)
C (0.052, -0.033, -4.353)
C (-1.163, -4.915, 3.103)
C (-5.105, 1.073, -0.367)
C (-2.242, -7.578, 2.757)
C (-0.511, -3.711, 3.347)
C (-1.412, -4.411, 0.769)
B (0.215, -1.236, 0.868)
H (-2.734, -8.516, 2.505)
H (6.254, 2.214, 1.728)
H (-1.315, -1.320, -5.405)
H (-0.143, -3.467, 4.332)
H (3.164, 3.261, 2.034)
H (1.681, 4.250, 3.864)
H (3.444, 2.452, -4.715)
H (6.230, 4.184, -0.933)
H (-7.282, 1.970, 1.098)
H (-6.130, 2.898, -0.887)
H (-2.266, 2.585, 3.669)
H (2.459, 1.430, 4.070)
H (-4.464, 1.039, -1.249)
H (-6.027, -0.137, 1.846)
H (0.724, 4.875, -2.560)
H (-1.199, -7.792, 2.972)
H (4.044, 0.619, -6.166)
H (4.096, -4.683, -3.048)
H (0.120, 5.746, 1.360)
H (-0.427, 6.423, -0.161)
H (1.207, 0.813, 5.129)
H (2.626, 1.233, -7.103)
H (6.446, 1.120, 0.361)
H (2.680, 4.280, 0.704)
H (-1.990, -6.713, -0.559)
H (-4.411, -7.179, 1.182)
H (5.217, 0.808, 1.568)
H (-1.730, -4.660, -0.230)
H (-2.618, 4.231, 0.223)
H (-2.294, -8.264, 0.208)
H (-4.643, 2.502, 2.538)
H (5.044, -1.124, -1.122)
H (-2.716, -7.188, 3.653)
H (-5.985, 0.445, -0.546)
H (0.450, 4.047, 5.088)
H (0.051, 4.796, 3.561)
H (-1.306, -5.573, 3.945)
H (1.443, 0.118, 3.531)
H (1.606, 3.436, -2.090)
H (2.478, 0.474, -4.279)
H (-1.826, 0.893, 3.697)
H (-4.252, -5.802, 2.283)
H (-6.127, 1.901, 3.298)
H (1.131, 1.248, -3.008)
H (-1.961, -0.740, -1.194)
H (-2.446, 3.038, -1.054)
H (-3.983, -5.583, 0.555)
H (-2.670, -1.779, -3.346)
H (-2.355, 4.748, -1.434)
H (5.825, 2.883, -2.056)
H (2.213, -4.934, -1.365)
H (-6.631, 3.563, 1.482)
H (-4.519, 0.046, 2.775)
H (-0.742, -7.452, 0.441)
H (4.195, 4.588, 1.538)
H (5.636, -2.714, -2.774)
H (-4.656, 3.129, 0.057)
H (-1.530, 1.895, 5.102)
H (4.764, 4.265, -1.908)
H (0.022, 3.290, -2.811)
H (1.247, 5.967, 0.041)

=====

Molecular formula: C36H61N7O8P4S2
Method: DFT, the ωB97M-V functional and the def2-TZVPD basis

HOMO ... -7.76 eV
Frontier orbital gap ... 0.2654 hartree
SMILES string ... CCCOc1c(C)c(N=C=O)c([PH2]=S)c2c1N(P(C)C)c1c([PH2]=N)c(CCOC(=O)CC)c(P(N)O)c(CCC)c1S2.CN(C)C=O.CN(C)C=O.CN(C)C=O
LUMO energy ... -0.54 eV
DFT total energy ... -123941.706 eV

CARTESIAN COORDINATES (ANGSTROEM)
S (-1.908, 2.165, 3.347)
S (-0.477, 2.681, 0.164)
P (3.108, 0.910, -4.354)
P (0.813, 6.469, -4.430)
P (-2.962, 1.284, 1.942)
P (3.031, 0.505, -0.543)
O (4.344, 3.274, 2.204)
O (-0.871, 6.836, -4.718)
O (4.376, 4.194, -3.740)
O (6.540, 3.142, -3.815)
O (1.099, -2.439, -1.399)
O (-5.076, -2.593, 0.322)
O (-6.741, -7.710, 0.184)
O (-5.611, -6.032, 5.847)
N (2.650, 4.421, 3.248)
N (2.265, 0.477, -5.680)
N (-6.223, -6.111, 1.748)
N (-3.034, -2.158, 1.779)
N (-4.647, -7.702, 7.094)
N (1.500, 0.514, -1.489)
N (1.523, 7.724, -3.351)
C (-1.096, -3.948, 0.183)
C (-0.672, 0.823, 0.132)
C (6.582, 3.259, -0.789)
C (-6.578, -6.966, 2.864)
C (-1.974, -1.450, 0.967)
C (-4.516, -8.348, 8.384)
C (-4.128, -2.164, 1.035)
C (-5.457, -6.619, 6.904)
C (-0.958, -2.326, 0.134)
C (2.263, 5.527, 4.100)
C (-6.348, -6.595, 0.478)
C (3.953, 4.185, 2.914)
C (0.394, 3.006, -1.464)
C (-3.164, 4.506, -1.291)
C (6.074, 4.462, -1.782)
C (-0.701, 5.604, -1.579)
C (0.228, 4.411, -2.192)
C (2.322, -4.937, -1.884)
C (2.532, 0.224, 1.273)
C (5.674, 3.874, -3.252)
C (4.286, 4.152, -5.193)
C (1.261, 1.853, -2.071)
C (2.002, 2.179, -3.441)
C (1.622, 3.537, 2.734)
C (4.113, -0.998, -1.045)
C (-5.747, -4.770, 2.017)
C (0.967, 4.759, -3.564)
C (2.695, 3.900, -5.532)
C (-2.177, 5.374, -2.263)
C (-3.895, -8.223, 5.969)
C (-1.830, 0.128, 0.961)
C (0.982, -4.603, -2.747)
C (0.485, -3.059, -2.565)
C (0.355, -0.006, -0.708)
C (0.189, -1.591, -0.692)
C (1.882, 3.596, -4.163)
H (-5.981, -6.306, 7.821)
H (3.130, -4.107, -1.979)
H (2.291, -0.899, 1.396)
H (3.499, -1.588, -1.839)
H (0.187, -5.370, -2.423)
H (-0.844, 5.444, -0.452)
H (6.868, 5.292, -1.872)
H (-5.136, -7.853, 9.134)
H (1.758, 5.133, 4.986)
H (3.316, -0.286, -3.595)
H (5.061, -0.624, -1.604)
H (1.649, 3.557, 1.642)
H (1.667, 0.906, 1.626)
H (-5.517, -4.240, 1.088)
H (-0.282, 6.643, -1.838)
H (2.077, -5.111, -0.761)
H (3.134, 6.105, 4.412)
H (-2.039, 4.816, -3.262)
H (4.844, 3.287, -5.692)
H (-7.627, -7.259, 2.769)
H (2.319, 4.826, -6.092)
H (-6.052, -5.865, -0.294)
H (5.109, 4.865, -1.280)
H (2.549, 7.546, -3.364)
H (-4.842, -4.830, 2.628)
H (-4.273, 4.715, -1.493)
H (0.637, 3.849, 3.083)
H (-5.958, -7.866, 2.836)
H (0.663, -2.435, -3.532)
H (-4.829, -9.392, 8.293)
H (4.652, 4.913, 3.356)
H (7.089, 2.417, -1.390)
H (-1.620, -4.368, -0.746)
H (1.210, -4.843, -3.862)
H (4.409, -1.654, -0.149)
H (-2.927, 3.382, -1.482)
H (1.342, 8.669, -3.757)
H (-4.591, -8.518, 5.180)
H (1.579, 6.177, 3.548)
H (-4.029, 0.481, 2.485)
H (-3.470, -8.305, 8.698)
H (-6.520, -4.220, 2.561)
H (5.699, 2.799, -0.190)
H (2.801, -5.919, -2.283)
H (-1.632, -4.319, 1.127)
H (-3.297, -9.084, 6.273)
H (2.812, 0.695, -6.533)
H (4.643, 5.192, -5.575)
H (-1.084, 7.657, -4.190)
H (7.304, 3.751, -0.022)
H (1.827, 2.518, 3.071)
H (3.453, 0.553, 1.903)
H (-0.673, -3.122, -2.468)
H (-6.427, -6.444, 3.811)
H (2.609, 3.017, -6.285)
H (-2.848, 4.703, -0.198)
H (-3.240, -7.438, 5.583)
H (4.392, 1.491, -4.717)
H (-0.018, -4.386, 0.220)
H (-3.448, 2.274, 1.002)
H (-2.695, 6.369, -2.500)